[1]
Below is 2 unconnected molecules or ions with the total composition C4H9O3 in a non-equilibrium geometry, with properties calculated with the ωB97M-V functional and the def2-TZVPD basis.

Each line ends with the Löwdin charge.
Positions of all 16 atoms, in Å:
C 0.98910 -2.58336 1.12654  -0.02
C 0.52805 -1.11258 0.83589  -0.68
O 1.09967 -0.59841 -0.21774  -0.13
O -0.31509 -0.61987 1.57452  -0.02
H 1.62790 -3.04836 0.30930  0.09
H 0.14087 -3.18166 1.18897  0.04
H 1.29129 -2.71279 2.00506  -0.03
C -1.21377 1.57644 -0.70975  -0.39
C -0.09866 2.65731 -1.09678  -0.10
O -0.98369 0.39555 -1.28284  -0.13
H -1.08181 1.44222 0.43232  0.11
H -2.20585 2.15768 -1.09984  0.13
H -0.38663 3.49996 -0.68175  -0.01
H -0.05013 0.10366 -0.97645  0.03
H 0.25424 2.78314 -2.11913  0.06
H 0.77467 2.31111 -0.58535  0.05

Forces on the atoms, in the same order (eV/Å):
C -1.4336 1.4165 -7.9391
C 1.6810 -0.7480 -1.6875
O -0.7356 -0.3754 1.4333
O -0.1632 0.3014 0.2881
H -0.4577 0.8684 1.1822
H -2.1235 -1.0231 -0.4772
H 3.5711 -0.5587 7.3588
C 0.0603 3.7534 0.2707
C 0.8025 -4.6987 -0.8036
O 0.1592 -1.6967 -1.5226
H -0.9734 0.7063 -1.3780
H 1.5452 -1.9545 1.2357
H -1.2544 4.5458 1.8351
H -0.7034 -0.2302 0.1004
H -0.7955 -0.1771 -0.3966
H 0.8211 -0.1293 0.5005

Output
relative energy (zero: lowest compared OMol25 entry of this formula, charge and spin)	46.8	kcal/mol
net charge	-1
Kohn-Sham gap	9.03	eV
LUMO	0.158	hartree
maximum force	8.20	eV Å⁻¹

[2]
Below is 2 unconnected molecules or ions with the total composition C5H7N4S in a non-equilibrium geometry, with properties calculated with the ωB97M-V functional and the def2-TZVPD basis.

Each line ends with the Löwdin charge.
Positions of all 17 atoms, in Å:
C -1.81247 -0.26024 -1.84474  -0.35
C 1.10266 -0.39080 1.64733  -0.25
C -0.34085 -0.35016 1.49862  -0.44
C 1.52855 0.78244 0.62031  -0.39
C -0.99061 0.97215 1.40236  -0.38
N -1.67977 0.01458 -3.13352  -0.11
N -0.64867 -0.62538 -1.32360  -0.11
N -0.46540 -0.27738 -3.44979  -0.16
N 0.18369 -0.70225 -2.36009  -0.13
S 0.23149 2.14331 1.01101  0.78
H 1.46269 -0.15243 2.64699  0.09
H 1.67407 -1.26421 1.22637  0.12
H -0.72650 -0.66965 0.47429  0.08
H -0.73821 -0.97574 2.22058  0.07
H 2.48271 1.23211 0.91457  0.04
H 1.42954 0.48878 -0.41618  0.03
H -2.69291 0.03488 -1.13451  0.11

Forces on the atoms, in the same order (eV/Å):
C -1.3386 1.5285 2.2216
C 3.2676 1.7473 -3.2396
C -1.7638 0.6711 -0.8126
C -0.0044 0.6707 2.6239
C 0.8698 1.0274 0.8517
N -2.3356 0.3687 -0.4179
N -0.0067 -0.9679 -0.6934
N 1.9216 -0.8356 0.4100
N 0.0583 0.5849 -0.4608
S -0.3763 -2.6214 -0.5460
H -0.0584 -0.0123 0.1038
H -0.9424 0.3361 0.6400
H 0.7401 -0.2792 0.4069
H -1.7907 -1.1815 1.3759
H 0.0999 -0.2930 -0.5286
H 0.0590 0.0124 -0.1178
H 1.6007 -0.7563 -1.8169

Output
relative energy (zero: lowest compared OMol25 entry of this formula, charge and spin)	33.6	kcal/mol
net charge	-1
Kohn-Sham gap	8.31	eV
LUMO	0.117	hartree
maximum force	4.92	eV Å⁻¹